Here is C7H14NO3P in the gas phase in a non-equilibrium geometry from OMol25. Energies are from wB97M-V/def2-TZVPD.

The geometry in XYZ format:
```
26
Properties=species:S:1:pos:R:3
C -0.32437 1.76014 0.44193
C -2.78949 0.58402 0.37461
C -1.60957 0.21825 -1.89552
C 3.25331 1.61324 0.55366
C 1.76196 -2.14642 0.41108
C -0.22794 0.31627 0.29216
C -1.56453 -0.14357 -0.38671
N -0.29076 2.86903 0.72125
O 1.71234 1.02315 -1.85702
O 2.40988 0.46908 0.59757
O 1.68849 -1.42955 -0.82300
P 1.48780 0.18158 -0.64968
H -2.44533 1.41575 0.93639
H -3.50745 0.85870 -0.45748
H -3.22296 -0.25305 1.01110
H -1.73936 1.27054 -2.10514
H -2.67831 -0.14135 -2.13601
H -0.84168 -0.27171 -2.58797
H 2.48414 2.42882 0.40707
H 4.08048 1.64164 -0.17578
H 3.70751 1.73334 1.48012
H 1.61191 -3.19361 0.10456
H 1.04373 -1.82694 1.07954
H 2.69585 -1.95217 0.85735
H -0.03220 -0.30223 1.09757
H -1.62020 -1.16611 -0.25832
```

Summary:
**Energy relative to the best compared isomer or geometry (same formula, charge and spin)**: 226.3 kJ/mol
**M**: 191.17 u
**Calculated total energy**: -896.958389 a.u.
**Total charge**: 0
**HOMO-LUMO gap**: 11.04 eV
**SMILES**: COP(=O)(OC)[C@@H](C#N)C(C)C
**Strongest force on any atom**: 4.25 eV Å⁻¹

---

Here is a molecular structure, C7H14NO4S in a non-equilibrium geometry from OMol25. Energies are from wB97M-V/def2-TZVPD.

The geometry in XYZ format:
```
27
Properties=species:S:1:pos:R:3
C 0.43968 0.35554 0.18075
C 3.91521 1.86362 0.33290
C -1.64995 -3.15706 -0.64694
C 1.95829 0.40035 0.21228
C 2.43546 1.91444 0.07726
C -2.01293 -1.83961 0.08669
C -1.50824 -0.26257 -1.00018
N -0.19275 -0.09210 -0.82681
O -2.34937 0.76320 1.36344
O -4.03428 0.91134 -0.47431
O -2.06786 2.28588 -0.54666
O -1.68216 -1.57507 1.32711
S -2.62229 1.01845 -0.12074
H -0.15435 0.71873 0.94479
H 4.36270 2.79812 -0.05913
H 4.09290 1.86737 1.53227
H 4.25246 0.85836 -0.05060
H -1.87350 -3.94895 -0.07011
H -0.60392 -3.19501 -0.75276
H -2.10119 -3.34125 -1.64729
H 2.20362 -0.16302 1.17485
H 2.24644 -0.26072 -0.57364
H 2.34238 2.37117 -0.98411
H 1.78696 2.38148 0.84042
H -3.15341 -1.62487 0.05732
H -1.94236 -0.43321 -1.93463
H -2.08752 -0.61465 1.55782
```

Summary:
**Energy relative to the best compared isomer or geometry (same formula, charge and spin)**: 230.1 kJ/mol
**M**: 208.26 u
**Calculated total energy**: -1028.985222 a.u.
**Total charge**: -1
**HOMO-LUMO gap**: 7.93 eV
**Strongest force on any atom**: 5.74 eV Å⁻¹

---

Here is C7H14NOP in the gas phase in a non-equilibrium geometry from OMol25. Energies are from wB97M-V/def2-TZVPD.

The geometry in XYZ format:
```
24
Properties=species:S:1:pos:R:3
C 2.27313 0.33174 0.74140
C 1.04006 1.20240 0.50560
C 2.22018 -0.57767 -0.44653
C 0.08917 0.32277 -0.39577
C -1.29041 -0.19523 0.03969
C -2.15381 -0.40179 -1.14023
C -1.86353 0.95622 0.88700
N 0.83932 -0.89649 -0.75938
O -0.98671 -1.42995 0.72821
P 0.35298 -2.15563 0.32713
H 3.25233 0.97912 0.60120
H 2.25506 -0.28063 1.60855
H 0.55352 1.32639 1.60699
H 1.26972 2.14982 0.21479
H 2.62962 -0.07038 -1.38005
H 2.84994 -1.56227 -0.36539
H -0.06094 0.83986 -1.34140
H -1.68282 -1.12918 -1.78623
H -2.29907 0.56140 -1.51558
H -3.17757 -0.70118 -0.76174
H -2.94376 0.97393 0.87461
H -1.45246 1.91779 0.60163
H -1.58404 0.81200 1.85943
H -0.12991 -2.97304 -0.70392
```

Summary:
**Energy relative to the best compared isomer or geometry (same formula, charge and spin)**: 55.4 kJ/mol
**M**: 159.17 u
**Calculated total energy**: -746.422359 a.u.
**Total charge**: 0
**HOMO-LUMO gap**: 9.10 eV
**SMILES**: CC1(C)OPN2CCC[C@@H]21
**Strongest force on any atom**: 6.48 eV Å⁻¹

---

Here is a gas-phase ion, C7H14NOS (charge +1) in a non-equilibrium geometry from OMol25. Energies are from wB97M-V/def2-TZVPD.

The geometry in XYZ format:
```
24
Properties=species:S:1:pos:R:3
C 0.97276 -0.37729 -1.21340
C -1.36881 -0.67618 0.17289
C 1.73144 -1.67139 -1.05491
C -1.41292 -2.07638 0.65548
C 0.84683 0.32097 1.21619
C -0.44334 2.72504 0.21450
C 0.07529 0.17536 -0.05558
N -0.37850 1.53664 -0.60500
O 0.92406 0.18100 -2.25805
S -2.71322 0.22504 0.02941
H 2.35538 -1.89106 -0.13156
H 1.02750 -2.45455 -1.29474
H 2.49262 -1.60006 -1.84541
H -0.72336 -2.33412 1.53850
H -1.02903 -2.78487 -0.11328
H -2.56688 -2.28613 0.99358
H 0.29353 0.71585 2.15428
H 1.71222 0.94509 1.00636
H 1.06609 -0.67433 1.62482
H 0.50421 3.15495 0.50007
H -1.18077 3.48938 -0.17355
H -0.96545 2.47215 1.16481
H -1.34593 1.29759 -0.94837
H 0.12627 1.58732 -1.57705
```

Summary:
**Energy relative to the best compared isomer or geometry (same formula, charge and spin)**: 60.8 kJ/mol
**M**: 160.26 u
**Calculated total energy**: -802.995402 a.u.
**Total charge**: +1
**HOMO-LUMO gap**: 8.80 eV
**SMILES**: C[NH2+][C@](C)(C(C)=O)C(C)=S
**Strongest force on any atom**: 3.34 eV Å⁻¹

---

Here is 2 unconnected molecules or ions with the total composition C7H14O in a non-equilibrium geometry from OMol25. Energies are from wB97M-V/def2-TZVPD.

The geometry in XYZ format:
```
22
Properties=species:S:1:pos:R:3
C -0.33906 0.67809 1.94312
C -1.38949 1.72275 1.57269
C -0.82540 -0.74961 1.70685
H -0.06112 0.80117 2.99409
H 0.56316 0.84615 1.35294
H -1.71102 -0.96403 2.30893
H -1.02214 2.73570 1.74353
H -2.29460 1.60161 2.17171
H -1.67021 1.62786 0.52123
H -0.05507 -1.47828 1.95989
H -1.08110 -0.90824 0.65703
C 1.31225 -2.16371 -1.74037
C 1.59899 -1.09980 -0.92740
C 1.08226 0.42334 -1.87860
C -0.23406 0.66191 -2.02132
O 2.30096 -0.80365 -0.00556
H 1.75596 1.23447 -1.62525
H 1.64620 -3.15564 -1.46879
H 0.49547 -2.10069 -2.44217
H 1.54103 -0.43259 -2.60588
H -0.94425 -0.12811 -2.22180
H -0.66874 1.65131 -1.99487
```

Summary:
**Energy relative to the best compared isomer or geometry (same formula, charge and spin)**: 418.7 kJ/mol
**M**: 114.19 u
**Calculated total energy**: -350.199970 a.u.
**Total charge**: 0
**HOMO-LUMO gap (alpha / beta)**: 7.61 / 7.61 eV
**Strongest force on any atom**: 2.68 eV Å⁻¹

---

Here is 2 unconnected molecules or ions with the total composition C7H14O in a non-equilibrium geometry from OMol25. Energies are from wB97M-V/def2-TZVPD.

The geometry in XYZ format:
```
22
Properties=species:S:1:pos:R:3
C -0.85993 -0.17465 -2.39071
C -1.95454 1.13174 0.00030
C -0.83062 -0.59002 1.49289
C -0.47664 -0.59562 -0.99712
C -0.95749 0.00929 0.11741
O 0.52007 -1.49484 -0.97414
H 1.14794 -1.26177 -0.11672
H -0.61172 0.87339 -2.55962
H -1.92517 -0.31406 -2.56949
H -0.30571 -0.78071 -3.10245
H -2.87564 0.79282 -0.47982
H -1.56019 1.95724 -0.59336
H -2.21965 1.52471 0.98308
H -0.32657 0.11562 2.15861
H -0.23207 -1.49926 1.49854
H -1.81585 -0.80948 1.90946
C 2.22990 0.29956 0.36009
C 2.84874 0.02162 1.50476
H 3.80232 -0.49475 1.53964
H 2.71783 0.20815 -0.59763
H 1.28808 0.89206 0.34132
H 2.39692 0.18898 2.47496
```

Summary:
**Energy relative to the best compared isomer or geometry (same formula, charge and spin)**: 209.9 kJ/mol
**M**: 114.19 u
**Calculated total energy**: -350.279510 a.u.
**Total charge**: 0
**HOMO-LUMO gap**: 8.76 eV
**SMILES**: CC(C)=C(C)O.C=C
**Strongest force on any atom**: 3.96 eV Å⁻¹